No. 1
{"formula": "C4H12", "method": "ωB97M-V/def2-TZVPD", "species": ["C", "C", "H", "H", "H", "H", "H", "H", "C", "C", "H", "H", "H", "H", "H", "H"], "positions_angstrom": [[-1.969, -1.537, -0.333], [-1.532, -0.514, 0.636], [-1.677, -1.546, -1.410], [-1.716, -2.524, 0.073], [-3.039, -1.343, -0.529], [-0.565, -0.686, 1.127], [-1.646, 0.485, 0.130], [-2.273, -0.320, 1.456], [2.501, 0.847, 0.095], [1.137, 1.165, -0.441], [3.170, 0.512, -0.701], [2.930, 1.650, 0.683], [2.474, 0.048, 0.841], [1.142, 2.101, -0.996], [0.362, 1.325, 0.364], [0.703, 0.337, -0.997]], "total_charge": 1, "de_lowest_kj_mol": 30.1, "homo_lumo_gap_ev": [12.863, 4.391], "fmax_ev_per_a": 1.143, "multiplicity": 2}

***

No. 2
{"formula": "C41H31F15GeN6S3SrTe", "method": "ωB97M-V/def2-TZVPD", "species": ["Sr", "C", "C", "C", "C", "C", "C", "C", "C", "C", "S", "C", "N", "H", "H", "H", "H", "H", "H", "H", "H", "F", "C", "C", "C", "F", "C", "F", "C", "F", "C", "F", "Ge", "S", "C", "C", "F", "C", "F", "C", "F", "C", "F", "C", "F", "C", "C", "F", "C", "F", "C", "F", "C", "F", "C", "F", "S", "C", "N", "C", "C", "C", "C", "H", "H", "H", "H", "H", "C", "N", "C", "N", "C", "N", "C", "N", "C", "C", "H", "H", "H", "H", "H", "H", "H", "H", "H", "H", "H", "H", "C", "Te", "C", "H", "H", "H", "H", "H", "H"], "positions_angstrom": [[0.107, 0.511, 0.111], [-0.588, 3.867, 1.341], [0.849, 3.978, 0.929], [1.461, 5.246, 0.841], [2.750, 5.330, 0.406], [3.478, 4.157, 0.111], [4.824, 4.197, -0.300], [5.496, 3.026, -0.519], [4.859, 1.795, -0.324], [3.535, 1.700, 0.069], [2.864, 0.115, 0.367], [2.805, 2.912, 0.271], [1.490, 2.866, 0.633], [-0.906, 4.732, 1.921], [-0.763, 2.958, 1.918], [-1.224, 3.806, 0.458], [0.902, 6.134, 1.103], [3.237, 6.293, 0.294], [5.313, 5.156, -0.421], [6.532, 3.043, -0.835], [5.408, 0.874, -0.469], [-6.093, 4.610, -2.417], [-6.142, 4.624, -1.077], [-5.362, 3.735, -0.357], [-5.494, 3.764, 1.016], [-4.759, 2.933, 1.776], [-6.362, 4.628, 1.662], [-6.473, 4.609, 2.991], [-7.113, 5.517, 0.914], [-7.941, 6.362, 1.514], [-7.006, 5.513, -0.467], [-7.738, 6.358, -1.193], [-4.024, 2.620, -1.349], [-2.730, 1.354, -0.263], [-5.103, 1.564, -2.657], [-6.485, 1.497, -2.693], [-7.222, 2.106, -1.755], [-7.160, 0.787, -3.671], [-8.492, 0.753, -3.688], [-6.440, 0.097, -4.630], [-7.076, -0.586, -5.573], [-5.055, 0.102, -4.592], [-4.365, -0.588, -5.500], [-4.414, 0.817, -3.599], [-3.078, 0.774, -3.542], [-3.133, 4.126, -2.351], [-2.683, 5.202, -1.600], [-2.796, 5.174, -0.259], [-2.099, 6.326, -2.153], [-1.683, 7.327, -1.377], [-1.946, 6.394, -3.526], [-1.392, 7.459, -4.088], [-2.372, 5.337, -4.312], [-2.213, 5.399, -5.633], [-2.955, 4.229, -3.720], [-3.379, 3.256, -4.531], [-1.851, -2.141, 1.074], [-3.155, -1.937, 2.121], [-3.897, -0.797, 2.115], [-4.907, -0.549, 2.975], [-5.253, -1.462, 3.922], [-4.552, -2.683, 3.953], [-3.540, -2.923, 3.066], [-3.660, -0.089, 1.403], [-5.409, 0.401, 2.860], [-6.050, -1.255, 4.619], [-4.823, -3.429, 4.689], [-2.997, -3.856, 3.057], [1.319, 1.393, 3.554], [1.539, 1.222, 4.987], [0.248, 1.303, 5.671], [-0.687, 0.279, 5.195], [-0.873, 0.460, 3.759], [0.396, 0.372, 3.012], [0.989, -0.957, 3.295], [1.205, -1.164, 4.723], [2.100, -0.113, 5.212], [-0.077, -1.036, 5.415], [2.270, 1.312, 3.027], [0.895, 2.385, 3.380], [-0.188, 2.289, 5.495], [0.405, 1.169, 6.743], [-1.329, 1.439, 3.583], [-1.542, -0.321, 3.396], [1.943, -1.028, 2.772], [0.310, -1.728, 2.922], [3.056, -0.186, 4.691], [2.264, -0.254, 6.282], [0.081, -1.174, 6.486], [-0.758, -1.809, 5.051], [1.194, -3.841, 0.063], [0.975, -2.502, -1.599], [-0.794, -3.454, -2.363], [0.352, -3.729, 0.741], [2.122, -3.582, 0.569], [1.245, -4.861, -0.309], [-0.557, -4.468, -2.672], [-1.128, -2.878, -3.223], [-1.566, -3.460, -1.597]], "de_lowest_kj_mol": 36.7, "homo_lumo_gap_ev": 6.910, "fmax_ev_per_a": 1.144}

***

No. 3
{"formula": "C4H5NO2", "method": "ωB97M-V/def2-TZVPD", "species": ["N", "C", "C", "C", "O", "C", "O", "H", "H", "H", "H", "H"], "positions_angstrom": [[-2.189, -0.319, -0.530], [-0.893, 0.016, -0.190], [0.218, -0.769, -0.123], [1.288, 0.162, 0.164], [2.619, -0.105, 0.262], [0.734, 1.389, 0.323], [-0.631, 1.301, 0.082], [-2.907, 0.152, 0.002], [-2.325, -1.320, -0.581], [0.210, -1.845, -0.026], [2.768, -1.026, 0.018], [1.108, 2.363, 0.599]], "de_lowest_kj_mol": 115.1, "homo_lumo_gap_ev": 8.490, "smiles": "Nc1cc(O)co1", "fmax_ev_per_a": 0.572}

***

No. 4
{"formula": "C8H9N2P", "method": "ωB97M-V/def2-TZVPD", "species": ["C", "C", "C", "C", "C", "C", "C", "C", "N", "N", "P", "H", "H", "H", "H", "H", "H", "H", "H", "H"], "positions_angstrom": [[-2.808, -1.221, 0.295], [-3.617, -0.083, 0.040], [-1.469, -1.287, 0.186], [-2.996, 1.159, -0.105], [-0.785, -0.104, 0.006], [-1.525, 1.109, -0.136], [0.530, 0.304, -0.107], [2.470, -0.638, 0.176], [-0.683, 2.141, -0.360], [0.554, 1.625, -0.283], [3.808, 0.513, 0.058], [-3.203, -2.163, 0.268], [-4.637, -0.325, 0.364], [-0.834, -2.205, 0.374], [-3.427, 2.056, -0.506], [2.511, -1.472, -0.514], [2.614, -0.779, 1.225], [1.237, 2.331, -0.524], [3.184, 1.459, 0.784], [3.773, 1.039, -1.190]], "de_lowest_kj_mol": 339.6, "homo_lumo_gap_ev": 8.311, "fmax_ev_per_a": 5.225}

***

No. 5
{"formula": "H11O6", "method": "ωB97M-V/def2-TZVPD", "species": ["O", "H", "O", "H", "H", "O", "H", "H", "O", "H", "H", "O", "H", "H", "O", "H", "H"], "positions_angstrom": [[2.085, 1.206, -1.626], [2.230, 2.181, -1.634], [2.898, -1.118, -0.242], [2.214, -0.513, 0.086], [2.981, -0.798, -1.150], [-0.449, 0.961, -0.886], [-0.491, 0.082, -1.348], [1.074, 1.329, -1.498], [-1.333, -0.790, 0.943], [-1.844, -0.296, 1.668], [-0.826, -0.055, 0.463], [-3.233, 1.707, -0.532], [-2.428, 2.062, -0.222], [-3.008, 0.828, -0.490], [0.237, -2.434, 2.560], [0.018, -2.737, 1.616], [-0.122, -1.617, 2.294]], "total_charge": -1, "de_lowest_kj_mol": 141.3, "homo_lumo_gap_ev": 8.871, "fmax_ev_per_a": 3.602}

***

No. 6
{"formula": "C14H37BFIN3O5", "method": "ωB97M-V/def2-TZVPD", "species": ["O", "C", "O", "C", "B", "F", "I", "H", "H", "H", "H", "C", "C", "C", "O", "C", "N", "H", "H", "H", "H", "H", "H", "H", "H", "H", "H", "H", "C", "C", "C", "O", "C", "N", "H", "H", "H", "H", "H", "H", "H", "H", "H", "H", "H", "C", "C", "C", "O", "C", "N", "H", "H", "H", "H", "H", "H", "H", "H", "H", "H", "H"], "positions_angstrom": [[-0.996, -2.721, 0.642], [-1.156, -1.688, -0.065], [-0.092, -0.730, -0.053], [-2.493, -1.601, -0.915], [-3.790, -1.546, 0.136], [-4.753, -2.596, -0.249], [-4.764, 0.449, -0.197], [-0.477, 0.177, -0.141], [-2.527, -0.753, -1.672], [-2.600, -2.601, -1.462], [-3.460, -1.657, 1.274], [2.629, 2.765, 0.721], [2.628, 1.558, -0.213], [4.021, 0.923, -0.399], [4.884, 1.647, -1.274], [5.557, 2.736, -0.667], [2.036, 1.948, -1.498], [3.040, 3.661, 0.251], [1.608, 3.008, 1.026], [3.206, 2.560, 1.628], [1.983, 0.799, 0.243], [3.884, -0.056, -0.868], [4.513, 0.740, 0.565], [5.814, 2.532, 0.376], [4.951, 3.642, -0.740], [6.481, 2.913, -1.223], [1.951, 1.120, -2.085], [2.725, 2.520, -1.988], [-4.815, 3.231, 5.298], [-4.818, 2.033, 4.353], [-3.425, 1.396, 4.162], [-2.560, 2.126, 3.298], [-1.886, 3.207, 3.916], [-5.406, 2.437, 3.071], [-4.401, 4.130, 4.838], [-5.837, 3.475, 5.605], [-4.240, 3.015, 6.204], [-5.466, 1.272, 4.800], [-3.563, 0.422, 3.683], [-2.936, 1.202, 5.126], [-1.631, 2.992, 4.959], [-2.490, 4.115, 3.852], [-0.961, 3.388, 3.364], [-5.491, 1.614, 2.477], [-4.714, 3.011, 2.588], [1.774, -5.328, -3.841], [2.379, -4.266, -2.927], [1.472, -3.036, -2.728], [1.461, -2.136, -3.834], [0.586, -2.507, -4.884], [3.699, -3.886, -3.447], [1.818, -5.049, -4.896], [2.319, -6.271, -3.740], [0.729, -5.519, -3.581], [2.521, -4.730, -1.945], [1.865, -2.458, -1.885], [0.450, -3.326, -2.454], [-0.321, -2.993, -4.513], [1.102, -3.157, -5.595], [0.297, -1.600, -5.419], [4.140, -3.248, -2.787], [3.544, -3.306, -4.273]], "total_charge": -1, "de_lowest_kj_mol": 0.0, "homo_lumo_gap_ev": 7.580, "fmax_ev_per_a": 4.461}